Entry 1:
Here is an isolated molecule of C3H6N2O2 from the OMol25 dataset. Energies are from ωB97M-V with the def2-TZVPD basis set.

Structure (XYZ):
```
13
Properties=species:S:1:pos:R:3:lowdin_charge:R:1
H -2.9029 0.1524 0.0565 0.047
N -2.1949 0.8875 0.0420 0.105
C -1.0614 0.3951 -0.2052 -0.508
C 0.2680 1.4444 -0.1100 -0.018
N -0.7527 -0.8807 -0.4239 0.136
C 0.4465 -1.0680 0.0884 -0.518
O 1.3592 -1.7666 -0.5987 0.132
O 0.7605 -0.9940 1.3801 0.164
H 0.0441 2.0710 0.7537 0.060
H 1.3230 1.1743 -0.0536 0.056
H 0.1385 2.0402 -1.0149 0.059
H 0.9456 -2.0461 -1.4311 0.141
H 1.6264 -1.4095 1.5168 0.145
```

Calculated values
Charge   0
SMILES string   [H]/N=C(/C)N=C(O)O
Spin multiplicity   1
LUMO level   0.183 eV
Kohn-Sham gap   9.12 eV

Entry 2:
Here is an isolated molecule of CH10IN7O from the OMol25 dataset. Energies are from ωB97M-V with the def2-TZVPD basis set.

Structure (XYZ):
```
20
Properties=species:S:1:pos:R:3:lowdin_charge:R:1
C 2.1850 -0.8140 0.5731 -0.099
N 2.6560 0.6098 0.6809 -0.192
N 1.7685 1.5889 0.5492 -0.139
N 1.0047 1.5578 -0.6702 -0.052
N -0.4195 1.4054 -0.6827 -0.090
N -0.9852 0.2652 -1.0772 0.031
O -1.1080 -0.8495 0.1308 -0.228
N -1.9353 -1.7584 -0.1412 -0.136
N -3.5770 -1.5237 0.3226 -0.570
I -4.4776 0.3037 0.1970 0.609
H 3.1403 -1.4569 0.9130 0.114
H 1.2799 -0.9364 1.2471 0.077
H 1.9617 -0.9312 -0.4907 0.040
H 3.4849 0.7997 0.1571 0.093
H 1.0260 1.6607 1.3468 0.162
H 1.1669 2.1901 -1.3815 0.078
H -0.9244 2.0952 -0.1708 0.124
H -0.3778 -0.3821 -1.6128 0.123
H -2.2102 -1.8771 -1.1260 0.090
H -3.6591 -1.9471 1.2355 -0.036
```

Calculated values
Charge   0
SMILES string   CNNNNNONNI
Spin multiplicity   1
LUMO level   0.216 eV
Kohn-Sham gap   8.34 eV

Entry 3:
Here is a 2-piece molecular cluster, C5H8N overall from the OMol25 dataset. Energies are from ωB97M-V with the def2-TZVPD basis set.

Structure (XYZ):
```
14
Properties=species:S:1:pos:R:3:lowdin_charge:R:1
C 1.1086 4.2214 1.1563 0.214
C 0.2579 3.0872 0.7042 -0.201
C -0.1435 4.4324 1.0294 0.175
C 0.2767 1.9269 0.3280 0.385
C -0.7628 -1.9543 -0.1316 -0.224
N 0.3321 -1.7677 -1.0203 -0.066
H 2.0172 4.3241 1.6331 0.134
H -0.9888 4.9672 0.7558 0.139
H 0.2260 0.7989 0.4896 0.121
H -0.9961 -0.9685 0.2446 0.021
H -1.7278 -2.4076 -0.4436 0.090
H -0.4714 -2.5443 0.7384 0.080
H 0.1204 -1.8706 -2.0082 0.076
H 0.9664 -2.4694 -0.6941 0.057
```

Calculated values
Charge   +1
Spin multiplicity   1
LUMO level   -6.509 eV
Kohn-Sham gap   5.80 eV

Entry 4:
Here is a 2-piece molecular cluster, C4H12 overall from the OMol25 dataset. Energies are from ωB97M-V with the def2-TZVPD basis set.

Structure (XYZ):
```
16
Properties=species:S:1:pos:R:3:lowdin_charge:R:1
C -2.5153 0.5532 -0.7891 -0.187
C -2.0694 -0.7783 -0.2423 -0.190
H -2.7342 1.3797 -0.1025 0.062
H -1.6795 0.9125 -1.4290 0.071
H -3.4718 0.4347 -1.2993 0.057
H -1.1356 -1.1756 -0.5926 0.042
H -2.8773 -1.5269 -0.2936 0.070
H -1.6247 -0.5619 0.7814 0.069
C 2.8553 -0.3698 0.2105 -0.140
C 1.6090 0.5977 0.7450 -0.124
H 3.6295 0.2480 -0.2328 0.045
H 3.2022 -0.9155 1.0835 0.043
H 2.5259 -1.0842 -0.5593 0.046
H 1.4639 1.2967 -0.0669 0.043
H 0.7107 0.0486 1.1365 0.050
H 2.1115 0.9414 1.6506 0.042
```

Calculated values
Charge   0
SMILES string   CC.CC
Spin multiplicity   1
LUMO level   1.106 eV
Kohn-Sham gap   12.04 eV

Entry 5:
Here is a 4-piece molecular cluster, C4H15NO3 overall from the OMol25 dataset. Energies are from ωB97M-V with the def2-TZVPD basis set.

Structure (XYZ):
```
23
Properties=species:S:1:pos:R:3:lowdin_charge:R:1
C 2.3359 -0.5285 -0.3090 -0.065
C 0.9051 -0.3324 -0.7615 -0.353
C 0.2428 -1.4926 -1.4940 -0.072
C 0.3569 0.8835 -0.8798 -0.198
N 0.4751 1.9391 0.0710 0.041
H 2.4879 -1.5693 -0.0527 0.074
H 2.9718 -0.2123 -1.1447 0.090
H 2.7267 0.1483 0.4468 0.044
H -0.4794 -1.2917 -2.2812 0.072
H 1.1122 -1.9813 -1.9499 0.069
H -0.2036 -2.1104 -0.7123 0.075
H -0.4741 1.1133 -1.5449 0.110
H 0.4080 2.8227 -0.4168 0.070
H 1.3325 1.8569 0.6040 0.036
O -2.1325 -0.6897 1.1909 -0.058
H -1.5235 0.0604 1.1227 0.032
H -2.5842 -0.5396 2.0279 0.050
O -3.6112 -0.6612 -1.1271 -0.073
H -3.0229 -0.0876 -0.6262 -0.002
H -3.1129 -1.4110 -1.4556 0.020
O 2.0160 1.0569 2.4793 -0.057
H 1.5824 1.3274 3.2949 0.051
H 2.2833 0.1418 2.6094 0.045
```

Calculated values
Charge   0
SMILES string   CC(C)=CN.O.O.O
Spin multiplicity   1
LUMO level   0.409 eV
Kohn-Sham gap   8.14 eV